The following is a quantum chemistry calculation of a cluster of 2 separate species, C4H8N2O in total, from OMol25.

Geometry as XYZ:
```
15
Properties=species:S:1:pos:R:3:forces:R:3:nbo_charge:R:1
H 0.83952 0.16552 1.89160 0.005 0.087 -0.103 0.228
C -1.78307 0.91153 0.83574 -0.183 0.122 0.382 -0.216
C 0.69536 0.13069 0.82205 0.022 0.173 0.005 -0.203
N -0.45516 0.54986 0.33921 0.090 -0.310 -0.102 -0.192
H -1.08863 -1.62702 -0.11717 0.010 -0.323 0.052 -0.023
C 1.77101 -0.38569 -0.03016 0.056 0.084 0.077 0.615
H -0.54136 -1.84551 0.35606 -0.093 -0.228 -0.039 -0.013
N 1.59111 -0.24413 -1.38998 0.084 -0.016 0.039 -0.833
H -2.22216 0.18440 1.52585 -0.036 0.091 -0.182 0.188
H 2.40873 -0.44831 -1.94759 -0.163 0.017 0.068 0.404
H -1.58994 0.62442 -1.57984 0.077 -0.086 0.094 0.234
H 0.96483 0.46219 -1.74286 0.115 -0.067 0.044 0.382
O 2.75162 -0.93737 0.44600 -0.251 0.157 -0.184 -0.614
H -1.91413 1.95777 1.11490 0.098 -0.100 0.034 0.187
C -1.42775 0.50164 -0.52381 0.169 0.399 -0.186 -0.142
```
Forces are in eV/Å.

Results
* LUMO: 0.6 eV
* net charge: 0


The following is a quantum chemistry calculation of a cluster of 3 separate species, C6H9Cl4F3O2 in total in a non-equilibrium geometry, from OMol25.

Geometry as XYZ:
```
24
Properties=species:S:1:pos:R:3:forces:R:3:nbo_charge:R:1
F -0.39219 -0.12624 -0.77110 0.977 1.486 0.547 -0.297
C 0.86425 0.77308 3.43105 -0.850 1.855 -0.404 -0.406
Cl -0.09276 -0.46683 2.68680 -0.420 -0.566 0.362 0.011
Cl 3.76410 3.58371 4.92029 0.794 0.483 -1.840 -0.012
H 2.38986 3.59886 6.62942 -0.920 -0.842 0.458 0.223
C -2.18384 -1.51860 -4.61626 -0.867 -0.094 -0.922 -0.082
H -3.17813 -1.88930 -4.26714 0.722 0.351 -0.456 0.201
F -1.04488 -2.05775 -0.13527 0.150 0.350 -1.262 -0.333
H 0.63221 1.69467 2.91049 -0.140 0.013 -0.122 0.218
C 3.44889 3.59382 6.60380 -0.297 -1.499 0.442 -0.444
F 0.42713 -1.88892 -1.71978 1.819 -0.560 -0.161 -0.289
H -2.33625 -2.08511 -6.74223 0.447 0.023 0.669 0.226
Cl 3.82143 5.01301 7.50048 0.943 0.939 0.487 0.003
H -0.64234 -1.98685 -6.08324 -0.213 0.393 -0.185 0.218
O -2.76852 -0.55809 -2.15734 1.428 -0.891 -0.670 -0.551
Cl 0.65779 1.21762 5.13277 -0.239 -0.619 0.167 -0.036
H -1.61484 -3.29334 -5.67445 -0.240 -1.614 0.209 0.213
C -1.67728 -2.26407 -5.86610 0.088 1.154 0.479 -0.628
H 1.87154 0.59137 3.24462 1.670 -0.657 0.044 0.213
H -2.27136 -0.45440 -4.89665 0.014 -0.315 0.613 0.194
O -1.27280 -1.67976 -3.49382 -0.584 0.302 -0.662 -0.479
C -1.72842 -1.14297 -2.37692 -0.346 0.177 1.881 0.701
C -0.61526 -1.32130 -1.22249 -3.397 -0.759 -0.084 0.906
H 3.94167 2.66739 6.96306 -0.539 0.890 0.411 0.230
```
Forces are in eV/Å.

Results
* SMILES string: CCOC(=O)C(F)(F)F.ClCCl.ClCCl
* LUMO: 0.7 eV
* net charge: 0


Please write out number 2 again, unchanged.
The following is a quantum chemistry calculation of a cluster of 3 separate species, C6H9Cl4F3O2 in total in a non-equilibrium geometry, from OMol25.

Geometry as XYZ:
```
24
Properties=species:S:1:pos:R:3:forces:R:3:nbo_charge:R:1
F -0.39219 -0.12624 -0.77110 0.977 1.486 0.547 -0.297
C 0.86425 0.77308 3.43105 -0.850 1.855 -0.404 -0.406
Cl -0.09276 -0.46683 2.68680 -0.420 -0.566 0.362 0.011
Cl 3.76410 3.58371 4.92029 0.794 0.483 -1.840 -0.012
H 2.38986 3.59886 6.62942 -0.920 -0.842 0.458 0.223
C -2.18384 -1.51860 -4.61626 -0.867 -0.094 -0.922 -0.082
H -3.17813 -1.88930 -4.26714 0.722 0.351 -0.456 0.201
F -1.04488 -2.05775 -0.13527 0.150 0.350 -1.262 -0.333
H 0.63221 1.69467 2.91049 -0.140 0.013 -0.122 0.218
C 3.44889 3.59382 6.60380 -0.297 -1.499 0.442 -0.444
F 0.42713 -1.88892 -1.71978 1.819 -0.560 -0.161 -0.289
H -2.33625 -2.08511 -6.74223 0.447 0.023 0.669 0.226
Cl 3.82143 5.01301 7.50048 0.943 0.939 0.487 0.003
H -0.64234 -1.98685 -6.08324 -0.213 0.393 -0.185 0.218
O -2.76852 -0.55809 -2.15734 1.428 -0.891 -0.670 -0.551
Cl 0.65779 1.21762 5.13277 -0.239 -0.619 0.167 -0.036
H -1.61484 -3.29334 -5.67445 -0.240 -1.614 0.209 0.213
C -1.67728 -2.26407 -5.86610 0.088 1.154 0.479 -0.628
H 1.87154 0.59137 3.24462 1.670 -0.657 0.044 0.213
H -2.27136 -0.45440 -4.89665 0.014 -0.315 0.613 0.194
O -1.27280 -1.67976 -3.49382 -0.584 0.302 -0.662 -0.479
C -1.72842 -1.14297 -2.37692 -0.346 0.177 1.881 0.701
C -0.61526 -1.32130 -1.22249 -3.397 -0.759 -0.084 0.906
H 3.94167 2.66739 6.96306 -0.539 0.890 0.411 0.230
```
Forces are in eV/Å.

Results
* SMILES string: CCOC(=O)C(F)(F)F.ClCCl.ClCCl
* LUMO: 0.7 eV
* net charge: 0


- What is the formula in the first record?
  C4H8N2O